(1)
33
Properties=species:S:1:pos:R:3:lowdin_charge:R:1 method="wB97M-V/def2-TZVPD" smiles="CCCCCCCCc1nc(=S)[nH][nH]1" total_charge=0 energy_ha=-954.88109 fmax_ev_per_a=0.9 e_homo_ev=-7.90 homo_lumo_gap_ev=8.324 e_above_lowest_kcal_mol=17.7
C 6.90682 -1.58566 0.49456 -0.119
C 6.29761 -0.26677 0.03519 -0.279
C 4.79175 -0.38446 -0.18966 -0.238
C 4.18047 0.94061 -0.63970 -0.224
C 2.69903 0.83653 -1.00335 -0.221
C 1.80260 0.53423 0.19591 -0.223
C 0.32605 0.56213 -0.18921 -0.203
C -0.57390 0.24023 1.01251 -0.121
C -2.00090 0.26568 0.61471 -0.343
N -2.72929 -0.76975 0.34262 0.127
C -3.96689 -0.32409 -0.02022 -0.955
S -5.25996 -1.18988 -0.50864 0.560
N -3.97486 1.05721 0.10779 0.029
N -2.67298 1.43348 0.40683 0.087
H 6.45895 -1.90727 1.43242 0.070
H 7.97880 -1.48118 0.64454 0.066
H 6.73836 -2.36242 -0.24820 0.070
H 6.77780 0.05030 -0.89347 0.107
H 6.49059 0.50327 0.78589 0.108
H 4.60033 -1.14579 -0.94943 0.119
H 4.32174 -0.71401 0.73853 0.108
H 4.72740 1.29690 -1.51611 0.111
H 4.30741 1.68458 0.15056 0.113
H 2.38216 1.78323 -1.44866 0.111
H 2.56633 0.05767 -1.75718 0.116
H 1.98824 1.27284 0.97971 0.120
H 2.04475 -0.44960 0.59870 0.111
H 0.06954 1.54840 -0.58404 0.114
H 0.13879 -0.17143 -0.97485 0.126
H -0.34489 -0.75808 1.38356 0.127
H -0.39717 0.96674 1.80906 0.123
H -4.59282 1.66979 -0.40104 0.142
H -2.48098 2.33590 0.81312 0.161

(2)
31
Properties=species:S:1:pos:R:3:lowdin_charge:R:1 method="wB97M-V/def2-TZVPD" smiles="CCCCCC[C@@H]1CCC(=O)N1" total_charge=0 energy_ha=-522.23012 fmax_ev_per_a=8.1 e_homo_ev=-9.65 homo_lumo_gap_ev=10.306 e_above_lowest_kcal_mol=115.9
C 2.12556 2.52546 0.34884 -0.149
C 2.39165 1.10010 -0.47312 -0.268
C 2.36776 -0.22751 0.49267 -0.222
C 1.56665 -1.52367 -0.19692 -0.206
C 0.42066 -2.16219 0.78580 -0.219
C -1.12719 -1.84063 0.35180 -0.176
C -1.68026 -0.36050 0.78918 -0.310
C -3.15292 0.07930 0.13314 -0.133
C -2.68179 0.25190 -1.43564 -0.110
C -1.24460 1.04709 -1.12787 -0.263
O -0.73286 1.78113 -2.11888 -0.050
N -0.76135 0.72448 0.26835 0.048
H 1.09848 2.51323 0.94578 0.054
H 3.02088 2.64409 1.10234 0.074
H 2.12423 3.42979 -0.41827 0.083
H 3.47646 1.21440 -0.94199 0.106
H 1.65856 1.00383 -1.39879 0.087
H 3.49807 -0.54227 0.66834 0.106
H 1.91979 0.02428 1.54417 0.097
H 1.18617 -1.26016 -1.28686 0.114
H 2.40882 -2.35877 -0.32240 0.106
H 0.54721 -3.34574 0.73473 0.111
H 0.56677 -1.89177 1.93832 0.120
H -1.27812 -2.08696 -0.80637 0.120
H -1.80794 -2.63975 0.91716 0.121
H -1.95217 -0.40598 1.92917 0.152
H -4.00718 -0.69188 0.37314 0.121
H -3.33980 1.19215 0.45153 0.121
H -2.55653 -0.70343 -2.11209 0.117
H -3.23229 1.02697 -2.12641 0.120
H -0.82270 1.48303 0.99114 0.129

(3)
33
Properties=species:S:1:pos:R:3:lowdin_charge:R:1 method="wB97M-V/def2-TZVPD" smiles=OCCN1CCCC[C@@H]1C1OCCO1 total_charge=0 energy_ha=-672.77789 fmax_ev_per_a=4.9 e_homo_ev=-8.09 homo_lumo_gap_ev=9.018 e_above_lowest_kcal_mol=84.7
O 0.31122 2.88248 -0.30420 -0.083
C -1.03026 2.58237 -0.65687 -0.237
C -1.81368 1.56584 0.27448 -0.146
N -0.99283 0.42617 0.59345 -0.171
C -1.54582 -0.54630 1.39298 -0.225
C -2.52635 -1.45918 0.63723 -0.191
C -2.00725 -2.06340 -0.71943 -0.147
C -1.14515 -0.96504 -1.41115 -0.138
C -0.20933 -0.18503 -0.49452 -0.215
C 1.04037 -0.91707 0.11424 -0.315
O 2.08563 -1.18128 -0.78235 -0.067
C 3.31383 -0.41512 -0.55394 -0.083
C 2.96324 -0.03086 0.87540 -0.172
O 1.58775 -0.11741 1.12822 -0.030
H 0.44577 2.65396 0.61720 0.080
H -0.86739 2.18423 -1.69685 0.116
H -1.54550 3.55006 -0.63696 0.110
H -2.73139 1.35638 -0.30274 0.119
H -1.99954 2.14301 1.19201 0.126
H -1.95954 -0.21680 2.47042 0.175
H -0.70438 -1.19475 1.48654 0.088
H -2.97542 -2.24577 1.32041 0.117
H -3.47873 -0.97358 0.35316 0.094
H -2.83292 -2.33742 -1.28222 0.076
H -1.33861 -2.86730 -0.28751 0.125
H -0.59171 -1.43882 -2.22808 0.102
H -1.64087 -0.17970 -2.18783 0.158
H 0.11737 0.66837 -1.11158 0.127
H 0.78380 -1.91172 0.36256 0.138
H 4.21032 -0.90573 -0.91524 0.127
H 3.24841 0.49304 -1.11261 0.103
H 3.30109 0.94496 1.21321 0.130
H 3.39459 -0.77308 1.50808 0.111